*i*
{
  "formula": "C2H4OS2",
  "method": "wB97M-V/def2-TZVPD",
  "homo_lumo_gap_ev": 10.28,
  "molar_mass_g_mol": 108.19,
  "smiles": "SC1(S)CO1",
  "spin_multiplicity": 1,
  "species": ["S", "C", "S", "C", "O", "H", "H", "H", "H"],
  "positions_angstrom": [[-0.9224, 0.9013, -1.4859], [-0.1798, -0.0588, -0.0840], [-0.5313, -1.8762, -0.2635], [1.0283, 0.1052, 0.5561], [-0.1735, 0.4409, 1.1680], [-0.6215, 2.0989, -1.2941], [-1.9527, -1.9453, -0.0579], [1.6358, -0.6638, 1.0267], [1.7170, 0.9977, 0.4345]]
}

*ii*
{
  "formula": "C2H4OS2",
  "method": "wB97M-V/def2-TZVPD",
  "homo_lumo_gap_ev": [8.51, 6.88],
  "molar_mass_g_mol": 108.19,
  "spin_multiplicity": 1,
  "species": ["C", "C", "O", "S", "S", "H", "H", "H", "H"],
  "positions_angstrom": [[0.2820, -0.2979, 0.9225], [-0.6075, 0.5372, -1.6475], [1.3834, -1.3430, 3.3783], [1.2139, -0.0458, 2.7661], [0.0061, 1.1640, 0.0804], [-0.0769, -1.2667, 0.6303], [-0.0148, 0.9957, -2.4364], [-1.5905, 0.8750, -1.8395], [-0.5959, -0.6185, -1.8543]]
}

*iii*
{
  "formula": "C2H4OS2",
  "method": "wB97M-V/def2-TZVPD",
  "homo_lumo_gap_ev": [7.69, 7.69],
  "molar_mass_g_mol": 108.19,
  "smiles": "C=CSOS",
  "spin_multiplicity": 1,
  "species": ["C", "C", "S", "O", "S", "H", "H", "H", "H"],
  "positions_angstrom": [[0.8439, 0.1726, -0.5841], [1.0081, -0.5602, 0.5649], [-0.2333, -1.5760, 1.2223], [-1.7278, -0.4511, 0.5616], [-1.6085, 1.0666, 0.2032], [1.4929, 1.0027, -0.9901], [0.0098, -0.1807, -1.1799], [1.7949, -0.4946, 1.2728], [-1.5800, 1.0205, -1.0706]]
}

The most stable arrangement is *i*, and the next structure is 0.0414 hartree less stable.

*i*
{
  "formula": "C7H9N3O2",
  "method": "wB97M-V/def2-TZVPD",
  "homo_lumo_gap_ev": 9.90,
  "molar_mass_g_mol": 167.17,
  "smiles": "NN[C@@H](c1ccccc1)[N+](=O)[O-]",
  "spin_multiplicity": 1,
  "species": ["N", "N", "C", "C", "C", "C", "C", "C", "C", "N", "O", "O", "H", "H", "H", "H", "H", "H", "H", "H", "H"],
  "positions_angstrom": [[3.1700, 1.4398, 0.4036], [1.8882, 1.0693, 0.0107], [1.2535, -0.1084, 0.3675], [-0.2416, -0.3632, 0.0721], [-0.9347, -1.1678, 1.0455], [-2.2888, -1.2423, 0.8514], [-2.8527, -0.7409, -0.3104], [-2.2042, -0.1431, -1.3426], [-0.8358, 0.1283, -1.0752], [1.9212, -1.3835, -0.5499], [1.3196, -2.4643, -0.6080], [2.9372, -1.0924, -1.1624], [3.0825, 1.9413, 1.2640], [3.6828, 0.6703, 0.7507], [1.5720, 1.4175, -0.8394], [1.3613, -0.2518, 1.3902], [-0.4262, -1.4154, 1.9357], [-2.8572, -1.6407, 1.5889], [-3.8685, -0.7205, -0.3566], [-2.7628, 0.2321, -2.2547], [-0.2661, 0.7988, -1.6696]]
}

*ii*
{
  "formula": "C7H9N3O2",
  "method": "wB97M-V/def2-TZVPD",
  "homo_lumo_gap_ev": 8.92,
  "molar_mass_g_mol": 167.17,
  "smiles": "C/[N+]([O-])=N/Nc1ccccc1O",
  "spin_multiplicity": 1,
  "species": ["C", "N", "O", "N", "N", "C", "C", "C", "C", "C", "C", "O", "H", "H", "H", "H", "H", "H", "H", "H", "H"],
  "positions_angstrom": [[3.9516, -0.4576, -0.4032], [2.7889, 0.2965, 0.0203], [2.7027, 1.4934, -0.2479], [1.8555, -0.4678, 0.3460], [0.6419, 0.4606, 0.7574], [-0.6055, 0.0750, 0.3030], [-1.0119, -1.2463, 0.4499], [-2.3148, -1.6586, 0.1355], [-3.2135, -0.6715, -0.1948], [-2.8632, 0.6322, -0.2975], [-1.5670, 1.0595, -0.0126], [-1.2300, 2.4119, 0.0239], [3.6384, -1.4588, -0.3174], [4.0664, -0.4063, -1.4581], [4.8289, -0.1804, 0.2248], [0.8990, 1.2691, 0.2138], [-0.4001, -2.0010, 0.7231], [-2.5652, -2.6662, 0.1222], [-4.2831, -0.9367, -0.4018], [-3.4691, 1.5372, -0.6080], [-1.8499, 2.9157, 0.6215]]
}

The most stable arrangement is *ii*, and the next structure is 0.0155 hartree less stable.

*i*
{
  "formula": "C5H13N3O",
  "method": "wB97M-V/def2-TZVPD",
  "homo_lumo_gap_ev": 9.13,
  "molar_mass_g_mol": 131.18,
  "smiles": "C=C(N)[N@+](N)([O-])C(C)C",
  "spin_multiplicity": 1,
  "species": ["C", "C", "N", "N", "N", "O", "C", "C", "C", "H", "H", "H", "H", "H", "H", "H", "H", "H", "H", "H", "H", "H"],
  "positions_angstrom": [[1.4854, 1.5495, -1.3044], [1.4053, 0.5354, -0.4449], [2.2472, 0.3285, 0.6327], [0.3244, -0.4401, -0.5969], [0.7136, -1.6544, 0.0919], [-0.0188, -0.6447, -1.8702], [-1.1354, 0.1453, -0.0656], [-0.9141, 0.7928, 1.2786], [-2.1290, -0.9913, -0.0360], [0.8071, 1.5972, -2.1356], [2.2858, 2.2664, -1.2394], [2.7334, 1.1429, 0.9688], [1.9021, -0.2885, 1.3496], [-0.0173, -2.3320, -0.1073], [1.5180, -2.0106, -0.4273], [-1.4214, 0.8833, -0.8132], [-0.5066, 0.0768, 1.9892], [-0.2582, 1.6574, 1.1944], [-1.8711, 1.1748, 1.6364], [-2.0751, -1.5411, -0.9751], [-1.9417, -1.6634, 0.7991], [-3.1337, -0.5842, 0.0753]]
}

*ii*
{
  "formula": "C5H13N3O",
  "method": "wB97M-V/def2-TZVPD",
  "homo_lumo_gap_ev": 8.82,
  "molar_mass_g_mol": 131.18,
  "smiles": "[H]/N=C(\\C)[C@H](O)N(N)CC",
  "spin_multiplicity": 1,
  "species": ["H", "N", "C", "C", "C", "O", "N", "N", "C", "C", "H", "H", "H", "H", "H", "H", "H", "H", "H", "H", "H", "H"],
  "positions_angstrom": [[-0.2224, 3.3111, 0.2719], [0.3585, 2.6523, -0.2655], [0.2956, 1.4623, 0.2539], [-0.5516, 1.2227, 1.4759], [1.1310, 0.3532, -0.4108], [1.1263, 0.5855, -1.8170], [0.7922, -1.0378, -0.1137], [1.3655, -1.5100, 1.1389], [-0.5601, -1.5612, -0.3121], [-1.4972, -0.8611, -1.2893], [-0.2677, 0.3238, 2.0174], [-0.4559, 2.0739, 2.1569], [-1.5984, 1.1480, 1.1687], [2.1678, 0.5393, -0.1006], [1.1192, 1.5618, -1.8875], [1.2120, -2.5181, 1.2410], [2.3872, -1.4249, 1.1088], [-0.4410, -2.5934, -0.6685], [-1.0898, -1.6386, 0.6468], [-1.0060, -0.5805, -2.2228], [-1.9463, 0.0291, -0.8413], [-2.3192, -1.5374, -1.5511]]
}

The most stable arrangement is *ii*, and the next structure is 0.0648 hartree less stable.